w | Entry from the OMol25 dataset: a cluster of 2 separate species, C4H12 in total (wB97M-V/def2-TZVPD).

XYZ file:
```
16
Properties=species:S:1:pos:R:3
C -0.2189 -2.8897 -0.2682
C -1.2190 -1.8082 0.2459
H 0.5522 -3.1317 0.4500
H -0.8384 -3.6868 -0.6920
H 0.2447 -2.5076 -1.1710
H -0.8100 -0.8610 -0.1094
H -1.2152 -1.6619 1.3302
H -2.2466 -1.9695 -0.0643
C 0.3140 2.4119 0.6495
C 1.1799 2.2424 -0.6197
H 0.3569 3.3339 1.2370
H -0.7160 2.1708 0.3726
H 0.4884 1.7091 1.4726
H 1.7923 1.3445 -0.5657
H 1.8145 3.1096 -0.7804
H 0.5212 2.1944 -1.4870
```

total charge = 0
HOMO-LUMO gap = 12.56 eV
SMILES string = CC.CC
2S+1 = 1
LUMO level = 1.1 eV

So, what does the Löwdin scheme give us? The charges, in e, come out as: number 1, C, carries -0.16; number 2, C, carries -0.16; number 3, H, carries 0.06; number 4, H, carries 0.06; number 5, H, carries 0.05; number 6, H, carries 0.04; number 7, H, carries 0.06; number 8, H, carries 0.06; number 9, C, carries -0.18; number 10, C, carries -0.16; number 11, H, carries 0.06; number 12, H, carries 0.05; number 13, H, carries 0.05; number 14, H, carries 0.06; number 15, H, carries 0.05; number 16, H, carries 0.06

***

x | Entry from the OMol25 dataset: a cluster of 2 separate species, C4H12 in total (wB97M-V/def2-TZVPD).

XYZ file:
```
16
Properties=species:S:1:pos:R:3
C -0.0540 0.8249 -1.2540
C -0.0891 0.7927 -2.8006
H -0.8133 1.3771 -0.7292
H 0.0898 -0.1907 -0.8803
H 0.9211 1.2801 -1.0313
H 0.4530 1.6373 -3.2091
H -1.1554 0.8033 -3.0373
H 0.2139 -0.1224 -3.3064
C -0.2089 -1.5138 2.0559
C 0.2927 -0.0787 1.9710
H -1.1474 -1.6247 2.5972
H -0.3580 -2.0016 1.0916
H 0.5281 -2.0645 2.6458
H -0.4603 0.6376 1.6434
H 0.6603 0.2005 2.9601
H 1.1275 0.0428 1.2831
```

total charge = 0
HOMO-LUMO gap = 12.61 eV
SMILES string = CC.CC
2S+1 = 1
LUMO level = 1.1 eV

So, what does the Löwdin scheme give us? The charges, in e, come out as: number 1, C, carries -0.17; number 2, C, carries -0.16; number 3, H, carries 0.06; number 4, H, carries 0.05; number 5, H, carries 0.06; number 6, H, carries 0.06; number 7, H, carries 0.06; number 8, H, carries 0.06; number 9, C, carries -0.17; number 10, C, carries -0.18; number 11, H, carries 0.06; number 12, H, carries 0.06; number 13, H, carries 0.06; number 14, H, carries 0.05; number 15, H, carries 0.06; number 16, H, carries 0.05

***

Which of them is the least stable? Correct choice: w.

***

w | Entry from the OMol25 dataset: a cluster of 2 separate species, C4H12 in total (wB97M-V/def2-TZVPD).

XYZ file:
```
16
Properties=species:S:1:pos:R:3
C -1.0038 -0.9819 -1.2759
C -1.9788 -1.9577 -0.5794
H -0.6738 -1.3016 -2.2620
H -1.5122 -0.0336 -1.4928
H -0.1855 -0.7079 -0.6155
H -1.4021 -2.5261 0.1524
H -2.6926 -1.3081 -0.0766
H -2.5444 -2.6176 -1.2355
C 1.9379 1.1212 0.3874
C 1.0786 1.6841 1.5447
H 1.8139 1.8205 -0.4391
H 3.0249 1.0137 0.4651
H 1.6499 0.0959 0.1463
H 1.7559 2.1542 2.2542
H 0.2704 1.0357 1.8740
H 0.4616 2.5093 1.1526
```

total charge = 0
HOMO-LUMO gap = 12.49 eV
SMILES string = CC.CC
2S+1 = 1
LUMO level = 1.1 eV

So, what does the Löwdin scheme give us? The charges, in e, come out as: number 1, C, carries -0.16; number 2, C, carries -0.16; number 3, H, carries 0.06; number 4, H, carries 0.06; number 5, H, carries 0.03; number 6, H, carries 0.06; number 7, H, carries 0.06; number 8, H, carries 0.06; number 9, C, carries -0.17; number 10, C, carries -0.16; number 11, H, carries 0.06; number 12, H, carries 0.06; number 13, H, carries 0.04; number 14, H, carries 0.06; number 15, H, carries 0.06; number 16, H, carries 0.06

***

x | Entry from the OMol25 dataset: a cluster of 2 separate species, C4H12 in total (wB97M-V/def2-TZVPD).

XYZ file:
```
16
Properties=species:S:1:pos:R:3
C -0.7607 -1.3638 0.9044
C -0.5036 -0.2682 1.9087
H -0.0022 -1.2450 0.1389
H -0.6495 -2.4090 1.1987
H -1.7028 -1.2096 0.3588
H -1.3722 0.4256 1.9437
H 0.2304 0.5180 1.7953
H -0.3738 -0.6988 2.9192
C 0.3500 1.3189 -0.9244
C 0.9554 0.2291 -1.8645
H 0.4359 2.2859 -1.4229
H -0.6826 1.1254 -0.6492
H 0.9450 1.2372 -0.0129
H 0.2987 0.2051 -2.7209
H 0.9141 -0.6962 -1.3056
H 1.9179 0.5454 -2.2674
```

total charge = 0
HOMO-LUMO gap = 12.29 eV
SMILES string = CC.CC
2S+1 = 1
LUMO level = 1.2 eV

So, what does the Löwdin scheme give us? The charges, in e, come out as: number 1, C, carries -0.16; number 2, C, carries -0.18; number 3, H, carries 0.02; number 4, H, carries 0.07; number 5, H, carries 0.08; number 6, H, carries 0.07; number 7, H, carries 0.04; number 8, H, carries 0.07; number 9, C, carries -0.16; number 10, C, carries -0.15; number 11, H, carries 0.06; number 12, H, carries 0.06; number 13, H, carries 0.05; number 14, H, carries 0.05; number 15, H, carries 0.03; number 16, H, carries 0.07

***

Which of them is the least stable? Correct choice: x.